Formula: C37H43NO3PS2Si2Ti
Source: the OMol25 dataset
Level of theory: ωB97M-V/def2-TZVPD

```
90
C37H43NO3PS2Si2Ti | the OMol25 dataset | ωB97M-V/def2-TZVPD
Ti -0.653 0.828 0.423
C 1.118 1.090 5.817
C -0.114 0.515 6.361
O -1.063 -0.150 5.575
P -1.101 -1.115 4.307
S -0.163 -0.343 2.577
S -2.830 -2.138 4.240
O 0.161 -2.125 4.633
C 0.524 -3.539 5.026
C 0.939 -4.252 3.679
H 2.013 0.312 5.636
H 1.519 1.630 6.584
H 1.047 2.142 4.620
H -0.669 1.751 6.842
H -0.102 -0.345 7.137
H -0.305 -4.298 5.616
H 1.146 -3.818 5.779
H 2.149 -4.211 3.690
H 0.303 -4.241 2.966
H 1.037 -5.314 3.706
C -2.189 5.165 1.202
Si -1.521 3.565 1.481
C -1.170 2.896 3.220
C 0.729 2.545 1.197
N -2.148 2.102 0.562
C -3.307 2.183 -0.179
C -4.553 3.108 -0.151
C -5.780 2.304 -0.408
C -5.956 0.990 -0.946
C -4.797 0.380 -1.250
C -3.716 0.871 -0.770
O -2.266 -0.115 -0.592
C -2.404 -1.339 -1.201
C -2.570 -1.711 -2.536
C -2.573 -2.928 -3.198
C -2.388 -3.935 -2.342
C -2.222 -3.726 -0.990
C -2.030 -2.550 -0.390
H -1.339 5.696 0.991
H -2.139 5.098 2.396
H 3.701 6.274 -9.599
H 0.104 3.210 3.326
H -1.164 1.831 3.401
H -1.580 3.308 4.194
H 1.566 3.023 1.069
H 2.833 6.116 -9.338
H 0.829 2.188 2.154
H -4.601 4.131 0.095
H -6.727 2.750 -0.118
H -6.825 0.603 -1.429
H -4.913 -0.300 -1.963
H -3.113 -0.575 -3.346
H -2.983 -3.304 -4.324
H -2.600 -4.940 -2.863
H -1.866 -4.425 -0.467
H -1.610 -2.505 0.537
C 5.614 1.746 -0.494
C 4.801 0.994 0.417
C 3.596 0.597 0.043
C 2.901 0.782 -1.439
C 3.993 1.243 -2.248
C 5.157 1.758 -1.780
Si 1.337 -0.244 -1.504
C 1.894 -2.038 -1.585
C 3.296 -2.200 -1.814
C 3.862 -3.535 -1.626
C 3.042 -4.586 -1.242
C 1.704 -4.371 -1.069
C 1.145 -3.048 -1.141
C 0.594 0.550 -3.046
C 0.210 -0.137 -4.221
C -0.558 0.271 -5.302
C -0.819 1.588 -5.411
C -0.439 2.489 -4.142
C 0.254 1.873 -3.067
H 6.685 1.970 -0.281
H 5.148 0.374 1.297
H 2.913 0.534 1.091
H 3.496 1.582 -3.206
H 5.870 2.634 -2.309
H 3.909 -1.441 -2.271
H 5.052 -3.501 -1.620
H 3.573 -5.509 -0.967
H 1.206 -5.040 -0.286
H 0.170 -2.908 -0.678
H 0.757 -0.944 -4.322
H -0.448 -0.300 -6.158
H -0.971 2.603 -6.161
H -0.777 3.428 -3.841
H 0.167 2.421 -2.260
```

## Properties
2S+1   4
E_HOMO (spin up / spin down)   -0.30 / -1.71 eV
<S²>   3.760
Molar mass   748.902 g/mol
F_max   0.196 hartree/bohr
Energy   -116503.2731 eV
Total charge   -2